(1)
C28H75N3O14 | ωB97M-V/def2-TZVPD

Each line ends with the Löwdin charge.
Positions of all 120 atoms, in Å:
H (2.80, -4.80, -3.56)  0.124
H (1.09, -4.84, -2.08)  0.154
H (-5.10, 0.06, 4.28)  0.103
H (-9.01, -1.07, 3.56)  0.081
C (-5.27, 0.65, 3.36)  -0.266
C (0.74, 0.38, 2.03)  -0.311
O (-0.81, 1.59, -2.19)  -0.083
H (3.34, -4.26, -1.03)  0.123
O (4.49, -3.89, -3.51)  -0.137
H (0.59, 5.30, -7.01)  0.111
H (-0.64, 3.80, -5.21)  0.156
H (5.25, 0.06, -0.05)  0.124
C (2.30, 4.45, 1.66)  -0.271
H (-5.34, 1.64, 3.95)  0.158
H (-2.55, -2.53, 1.57)  0.120
C (0.62, -4.90, 0.38)  -0.204
C (4.62, -0.72, 0.27)  -0.287
H (4.49, -0.27, 1.23)  0.120
C (-1.52, 3.42, -8.58)  -0.086
H (-0.49, -5.03, 3.45)  0.051
C (-2.23, 1.24, 3.93)  -0.428
H (-2.85, 1.32, 4.83)  0.132
C (0.25, 4.29, -7.20)  -0.234
H (3.40, 1.79, -4.19)  0.140
O (-2.32, -2.24, 2.49)  -0.092
C (-3.04, -2.89, 3.53)  -0.357
H (1.56, -5.41, 0.45)  0.121
H (-0.19, -5.49, -0.11)  0.137
H (3.18, 3.60, -1.24)  0.088
O (1.75, 1.15, 1.58)  -0.063
H (-9.73, 0.41, 3.99)  0.080
C (3.27, -3.87, -3.16)  -0.365
H (3.09, 2.72, 1.93)  0.062
H (-2.39, 1.41, 1.74)  0.097
H (-0.99, 1.12, -2.96)  0.027
O (6.04, -2.14, -0.88)  -0.057
N (1.48, 3.69, -5.14)  -0.103
O (0.41, -1.43, 3.36)  -0.065
C (5.29, -1.98, 0.31)  -0.239
N (1.30, -3.86, -1.67)  -0.052
C (-4.42, -2.90, 3.40)  -0.094
H (-0.51, -1.61, 3.00)  0.074
H (6.28, -4.94, -3.64)  0.115
H (3.04, -2.67, -1.75)  0.088
O (3.11, 1.91, -2.45)  -0.137
H (-9.25, 0.03, 2.20)  0.103
H (-6.55, -1.01, 2.93)  0.106
H (4.77, -2.92, 0.38)  0.114
N (-4.16, 0.45, 2.51)  -0.030
H (-1.06, 3.39, -9.54)  0.084
H (-0.14, -3.05, -0.48)  0.089
C (1.70, 4.57, 2.97)  -0.271
O (-7.72, 0.69, 3.56)  -0.183
H (2.42, 4.75, 3.73)  0.122
H (0.36, 0.48, -1.05)  0.112
H (3.38, 3.47, -3.47)  0.138
C (2.86, 2.48, -3.53)  -0.376
C (0.77, -3.58, -0.37)  -0.206
C (0.26, 3.49, -5.85)  -0.212
H (2.84, -3.10, -3.83)  0.146
C (-6.61, 0.09, 2.87)  -0.228
H (-1.32, -0.84, -2.16)  0.120
H (5.92, -2.00, 1.21)  0.127
H (2.17, 0.76, 0.78)  0.071
C (-3.02, 1.46, 2.64)  -0.119
H (-1.95, 0.21, 4.04)  0.117
C (1.48, 2.83, -4.04)  -0.259
H (0.28, -6.37, 2.80)  0.106
H (0.97, 4.00, -8.02)  0.133
H (0.25, 2.40, -6.13)  0.112
O (3.45, 3.62, 1.78)  -0.078
C (2.75, 2.65, -1.24)  -0.012
H (0.51, 0.89, 2.96)  0.125
H (-0.15, 0.09, 1.41)  0.126
H (6.14, -1.32, -1.38)  0.086
C (5.26, -5.01, -3.15)  -0.080
O (-1.03, 4.44, -7.74)  -0.184
H (0.12, 5.43, 2.32)  0.075
O (3.33, -0.81, -0.23)  -0.051
H (1.70, 2.62, -1.11)  0.070
H (-2.86, -2.19, 4.36)  0.131
C (2.73, -3.71, -1.75)  -0.223
H (0.96, 1.83, -4.34)  0.135
H (-4.74, -3.45, 4.24)  0.100
H (-1.58, 3.89, 3.52)  0.079
H (-2.64, -3.83, 3.91)  0.118
C (-0.70, 0.78, -0.97)  -0.295
H (-1.38, -1.12, -0.41)  0.029
C (1.30, -0.90, 2.42)  -0.274
H (1.71, 3.85, 0.96)  0.109
H (4.86, -5.90, -3.61)  0.084
O (0.77, 5.65, 2.98)  -0.050
H (-2.07, 3.56, 5.21)  0.096
H (-0.50, 3.50, 4.78)  0.056
H (2.37, -0.82, 2.79)  0.154
H (1.40, -2.87, 0.11)  0.088
H (5.39, -5.17, -2.11)  0.073
H (-4.80, -1.95, 3.46)  0.013
H (-1.60, 2.43, -8.07)  0.110
H (-2.60, -0.20, -1.09)  0.084
O (0.18, -4.46, 1.63)  -0.195
H (3.39, -1.12, -1.15)  0.090
H (1.35, -1.47, 1.47)  0.100
H (2.35, 3.75, -5.69)  0.136
H (-6.52, 0.40, 1.82)  0.120
H (-1.27, -5.78, 2.09)  0.087
H (1.24, 3.59, 3.24)  0.123
H (3.05, 2.04, -0.42)  0.051
H (-0.87, 1.41, -0.06)  0.116
C (-0.31, -5.46, 2.52)  -0.104
H (-4.62, -3.30, 2.40)  0.120
H (-2.45, 3.67, -8.72)  0.020
H (-3.69, -0.41, 2.72)  0.047
C (-8.97, 0.02, 3.31)  -0.116
C (-1.43, 3.33, 4.40)  0.002
H (2.52, 5.45, 1.26)  0.137
H (-3.28, 2.52, 2.59)  0.112
O (-1.25, 1.89, 4.22)  -0.125
C (-1.54, -0.38, -1.14)  -0.096
H (0.92, 3.36, -3.30)  0.108

Output
Charge: 0
SMILES: COCCNCCOC.COCCNCCOC.COCCNCCOC.OCCO.OCCO.OCCO.CCO.CCO
E, eV: -63372.143
Gap between HOMO and LUMO, eV: 8.894
Spin multiplicity: 1

---

(2)
C28H75N3O16 | ωB97M-V/def2-TZVPD

Each line ends with the Löwdin charge.
Positions of all 122 atoms, in Å:
H (3.24, 2.12, -7.33)  0.085
H (-1.42, 4.85, 4.62)  0.111
O (-0.99, 1.67, 0.98)  -0.087
C (3.13, 5.87, -0.89)  -0.109
H (-0.94, -4.35, -2.53)  0.095
O (2.35, 2.09, -5.53)  -0.187
C (-1.34, 1.92, -0.41)  -0.152
H (-1.46, -0.33, 3.13)  0.089
H (-0.46, 1.66, 2.94)  0.038
H (-0.10, 0.14, -0.75)  0.115
H (0.33, 3.73, 3.34)  0.125
H (0.77, -5.58, 4.77)  0.087
H (5.60, 2.15, -0.05)  0.091
O (-3.71, 1.02, 2.77)  -0.216
H (0.99, 3.25, -6.51)  0.112
C (4.30, -0.90, -0.86)  -0.178
H (0.71, 4.94, -4.71)  0.115
H (3.08, 0.90, 4.12)  0.082
H (-5.15, -0.36, -2.04)  0.093
H (-0.49, -4.19, 2.12)  0.029
H (-3.72, -0.91, 1.98)  0.106
H (-3.61, -3.62, 0.26)  0.105
H (0.32, -1.39, 4.11)  0.111
H (-1.74, -5.11, -0.30)  0.099
H (-1.02, -5.84, 4.41)  0.096
C (1.04, 2.35, -5.91)  -0.248
H (-2.36, 2.29, -0.53)  0.116
C (-3.03, -0.99, 4.09)  -0.163
H (0.42, -2.20, -1.33)  0.090
H (4.19, 1.26, -6.14)  0.090
H (-2.43, -2.80, 2.63)  0.016
H (-0.42, 1.56, -4.45)  0.096
H (0.57, 1.60, -6.55)  0.115
H (4.43, -0.03, 3.89)  0.079
H (3.63, 6.81, -1.13)  0.084
H (-2.33, 3.46, 5.03)  0.120
H (-2.27, -5.51, 1.18)  0.113
H (-4.95, -0.51, 3.15)  0.119
H (4.23, -1.87, 1.95)  0.117
C (-3.84, -0.61, -3.20)  -0.271
H (-2.88, -0.11, -1.10)  0.036
C (-1.59, 3.82, 4.32)  -0.269
H (-2.79, -0.32, -3.25)  0.113
N (-1.69, -1.22, 3.53)  -0.058
O (-2.27, 3.81, 3.13)  -0.067
H (0.20, -5.73, 3.18)  0.077
H (-0.34, -1.98, -2.84)  0.098
C (0.42, -2.59, -2.34)  -0.229
H (3.94, 1.67, 0.42)  0.070
H (5.76, 0.62, -1.93)  0.115
H (2.11, -1.91, -1.87)  0.006
H (1.41, -1.51, 0.74)  0.113
H (2.27, 4.28, -4.37)  0.114
C (-1.06, 0.56, -1.06)  -0.244
C (4.72, 0.33, -1.83)  -0.158
C (0.02, 2.52, -4.72)  -0.170
C (-0.67, -3.05, 4.97)  -0.180
H (0.35, 3.30, 5.11)  0.116
H (-0.70, -0.96, 5.44)  0.117
H (2.97, -0.76, 4.48)  0.076
H (2.30, 5.97, -0.19)  0.087
H (-5.57, 1.36, 1.92)  0.089
C (3.35, -0.08, 3.72)  -0.121
H (-3.71, -2.61, -3.87)  0.127
H (4.16, 3.21, -0.40)  0.064
H (-2.24, 2.91, 2.79)  0.037
H (-0.70, 2.72, -0.77)  0.111
H (4.91, -0.82, 0.03)  0.088
H (3.88, 5.35, -0.30)  0.065
C (3.15, -1.75, 1.89)  -0.185
C (4.54, 2.20, -0.32)  -0.068
H (2.54, -2.81, 0.07)  0.125
C (2.44, -1.84, 0.56)  -0.141
H (-0.78, 3.14, -5.12)  0.109
H (4.60, -1.88, -1.23)  0.120
O (-2.05, -0.31, -0.66)  -0.081
O (-0.18, -3.87, 3.91)  -0.237
H (-0.94, 0.47, -2.14)  0.102
H (-4.36, 2.68, 1.71)  0.090
H (2.82, 0.13, -0.09)  0.081
C (-0.09, -5.33, 4.15)  -0.046
H (-1.68, -3.26, 5.33)  0.112
H (-4.23, -0.47, -4.21)  0.127
H (-3.45, -1.87, 4.57)  0.121
C (-3.89, -0.42, 2.93)  -0.155
H (-2.93, -0.19, 4.82)  0.122
O (-5.35, -2.41, -2.60)  -0.046
H (2.78, 0.53, -6.86)  0.086
H (-0.01, -3.27, 5.80)  0.119
H (0.49, -4.42, -3.45)  0.112
O (-4.34, 0.15, -2.17)  -0.035
C (-4.02, -2.08, -2.97)  -0.245
O (0.88, -4.87, -1.49)  -0.060
O (-0.49, -4.41, 1.19)  -0.085
H (-3.37, -2.37, -2.14)  0.107
O (4.14, 1.63, -1.60)  -0.215
C (-1.79, -4.66, 0.69)  -0.200
H (4.25, 0.03, -2.78)  0.110
H (-4.23, 1.30, 0.75)  0.067
N (0.69, 3.21, -3.61)  -0.060
C (1.30, 4.48, -3.92)  -0.187
O (1.74, -2.24, -2.69)  -0.076
C (-4.52, 1.60, 1.76)  -0.094
C (-0.17, 3.21, 4.16)  -0.216
O (-3.10, -3.38, 2.26)  -0.091
C (3.17, 1.46, -6.46)  -0.102
H (1.45, 2.56, -3.44)  0.096
H (-5.33, -3.33, -2.32)  0.094
N (2.89, -0.80, -0.46)  -0.065
C (-0.68, -1.54, 4.51)  -0.179
H (-2.35, -2.41, 0.69)  0.098
H (2.73, -2.49, 2.58)  0.115
C (1.55, 5.51, -2.75)  -0.190
C (-2.75, -3.40, 0.89)  -0.203
O (2.82, -0.46, 2.47)  -0.207
H (0.43, -4.75, -0.65)  0.031
O (-0.31, 1.85, 3.87)  -0.080
C (0.13, -4.14, -2.46)  -0.217
H (0.79, 5.51, -1.97)  0.114
H (-1.42, 0.82, 1.04)  0.051
O (2.72, 5.17, -2.05)  -0.209
H (1.68, 6.49, -3.20)  0.113

Output
Charge: 0
SMILES: COCCNCCOC.COCCNCCOC.COCCNCCOC.OCCO.OCCO.OCCO.OCCO.OCCO
E, eV: -67473.334
Gap between HOMO and LUMO, eV: 8.961
Spin multiplicity: 1